No. 1
{
  "formula": "C6H28N2O8",
  "method": "the ωB97M-V functional and the def2-TZVPD basis",
  "charge": 0,
  "smiles": "C=NC(=C)C[C@H](C)N.O.O.O.O.O.O.O.O",
  "elements": ["C", "N", "C", "C", "C", "C", "C", "N", "H", "H", "H", "H", "H", "H", "H", "H", "H", "H", "H", "H", "O", "H", "H", "O", "H", "H", "O", "H", "H", "O", "H", "H", "O", "H", "H", "O", "H", "H", "O", "H", "H", "O", "H", "H"],
  "positions_angstrom": [[1.633344, -0.797318, 1.220260], [0.850874, -0.013975, 0.598548], [1.131996, 1.364538, 0.445639], [2.352912, 1.906175, 0.531942], [-0.085108, 2.172264, 0.089319], [-0.427932, 2.199657, -1.418992], [-1.819406, 2.790841, -1.619963], [-0.398170, 0.876426, -2.068641], [1.424350, -1.852968, 1.264501], [2.557766, -0.523880, 1.719891], [3.236638, 1.333850, 0.808062], [2.490758, 2.968139, 0.368587], [0.058140, 3.198759, 0.457818], [-0.962630, 1.794230, 0.635851], [0.321678, 2.796699, -1.941939], [-1.933730, 3.799950, -1.203273], [-1.994926, 2.856657, -2.691081], [-2.581858, 2.156372, -1.162703], [-0.699666, 0.150275, -1.436093], [0.548862, 0.686532, -2.352352], [-1.990302, 0.083928, 3.371247], [-2.178028, 1.023803, 3.371190], [-2.183622, -0.247145, 2.457404], [-2.146230, -0.765023, 0.768594], [-2.668594, -0.948792, -0.050054], [-1.239152, -0.627995, 0.442346], [2.980864, 0.356365, -2.265928], [2.943026, 1.077440, -1.619197], [3.083092, 0.747951, -3.143156], [-0.470174, -2.679991, -1.084079], [-0.584522, -3.051374, -0.165959], [0.464644, -2.362284, -1.122035], [-2.736964, -1.373217, -1.753019], [-2.413294, -0.674477, -2.349029], [-1.948580, -1.970425, -1.663314], [2.209940, -1.986583, -1.119771], [2.470738, -1.131268, -1.511244], [2.633408, -2.702453, -1.609545], [0.454846, -1.143298, 3.479668], [0.664554, -1.353532, 4.399260], [-0.392538, -0.624755, 3.481008], [-0.854042, -3.502268, 1.586376], [-1.549344, -2.819231, 1.577582], [-0.253626, -3.188590, 2.276285]],
  "forces_ev_per_angstrom": [[-0.206, 0.195, -0.179], [0.045, -0.448, 0.104], [0.205, 0.039, 0.106], [0.070, -0.007, -0.057], [-0.084, 0.438, 0.257], [-0.396, -0.483, 0.282], [0.177, 0.453, -0.118], [-0.109, 0.631, -0.145], [-0.272, -0.068, -0.128], [0.092, 0.431, 0.094], [-0.164, 0.020, -0.147], [-0.039, -0.014, 0.077], [-0.016, -0.143, -0.255], [0.249, -0.174, -0.134], [-0.031, 0.193, 0.043], [0.158, -0.178, 0.039], [-0.225, -0.050, -0.046], [0.066, -0.082, -0.061], [0.183, -0.140, 0.125], [0.159, -0.440, 0.063], [-0.016, -0.437, -0.362], [-0.022, 0.097, -0.090], [-0.066, 0.372, 0.316], [-0.102, -0.061, 0.027], [0.269, 0.091, 0.207], [0.100, -0.075, 0.213], [0.078, 0.278, -0.182], [-0.062, 0.034, -0.061], [-0.005, -0.057, 0.260], [0.365, -0.290, 0.791], [0.300, 0.308, -0.937], [-0.582, -0.171, 0.038], [0.395, 0.031, -0.483], [-0.266, -0.235, 0.209], [-0.286, 0.251, -0.006], [0.053, -0.378, 0.011], [0.082, -0.375, -0.246], [0.053, 0.350, -0.056], [-0.276, -0.073, 0.286], [-0.231, 0.156, -0.207], [0.490, -0.252, 0.233], [-0.263, 0.310, 0.102], [0.132, -0.123, 0.022], [-0.003, 0.075, -0.003]]
}

***

No. 2
{
  "formula": "C6H28NO7",
  "method": "the ωB97M-V functional and the def2-TZVPD basis",
  "charge": 1,
  "elements": ["C", "C", "C", "C", "C", "C", "N", "H", "H", "H", "H", "H", "H", "H", "H", "H", "H", "H", "H", "H", "H", "H", "H", "O", "H", "H", "O", "H", "H", "O", "H", "H", "O", "H", "H", "O", "H", "H", "O", "H", "H", "O"],
  "positions_angstrom": [[2.922293, -0.904251, 0.054243], [1.756537, -0.098657, 0.581528], [0.455929, -0.885076, 0.564509], [0.265177, -1.781581, 1.775487], [0.440235, -1.336847, 3.014031], [-0.147476, -3.191590, 1.472199], [1.582662, 1.123022, -0.283539], [3.851055, -0.371950, 0.161860], [2.764936, -1.202980, -0.959340], [3.066542, -1.782372, 0.648134], [1.965883, 0.268150, 1.557884], [0.397359, -1.461756, -0.358875], [-0.396647, -0.226326, 0.509776], [0.723233, -0.298549, 3.273794], [0.300293, -1.972219, 3.872526], [0.585661, -3.712748, 0.850761], [-0.306612, -3.761530, 2.380802], [-1.085982, -3.212978, 0.915705], [0.836300, 1.741362, 0.099031], [1.369794, 0.845139, -1.239439], [2.459398, 1.657178, -0.345110], [0.559706, 1.552416, -3.079520], [0.522267, 3.068218, -3.277592], [0.430204, 2.399447, -2.608239], [-1.230173, 1.874876, 1.567721], [-0.625730, 3.285029, 1.603990], [-0.561351, 2.461604, 1.122612], [-1.896907, -0.789180, -1.654659], [-1.469232, -2.107922, -2.438417], [-1.179271, -1.206338, -2.177728], [-1.532225, 2.693419, -0.350223], [-1.152996, 2.492654, -1.782401], [-1.930221, 2.500098, -1.182510], [-2.631700, 1.054737, -0.992765], [-3.890851, 0.129785, -1.044419], [-2.980606, 0.150873, -0.722121], [-2.741377, 0.395580, 1.253323], [-2.165257, -0.030368, 2.641150], [-2.370277, 0.758316, 2.091800], [1.700319, -0.038763, -2.936157], [0.278123, -0.338899, -2.331617], [1.060988, 0.260977, -2.248197]],
  "forces_ev_per_angstrom": [[-0.003, 0.339, 0.671], [-0.227, 0.230, -0.914], [0.069, -0.346, 0.127], [0.223, -0.019, -0.249], [0.120, 0.772, 0.327], [-0.131, -0.052, 0.054], [1.338, 2.147, 4.268], [0.448, 0.437, -0.215], [-0.024, -0.205, -0.693], [-0.160, -0.688, 0.382], [0.142, 0.179, 0.865], [0.107, -0.195, 0.154], [-0.349, 0.503, 0.058], [-0.150, -0.635, -0.410], [-0.059, -0.249, 0.073], [0.073, 0.096, 0.053], [0.066, -0.107, 0.127], [-0.066, 0.097, -0.089], [0.476, -0.260, -0.008], [-0.087, 0.247, 0.243], [-0.374, -0.064, 0.388], [-0.304, 0.932, 0.451], [-0.091, 0.866, -0.333], [-0.198, 0.682, -0.695], [0.253, -0.159, -0.013], [0.183, 0.449, 0.194], [-0.200, -0.222, 0.276], [-0.252, -0.051, 0.085], [0.278, 1.000, 0.255], [0.156, -0.901, -0.553], [0.510, 0.355, 1.466], [-0.386, 0.038, -0.035], [-0.333, -0.371, -1.773], [-0.085, -0.060, 0.168], [0.046, -0.065, 0.102], [-0.076, 0.197, -0.094], [0.115, 0.216, 0.428], [-0.083, 0.758, -0.443], [-0.103, -1.030, -0.160], [-0.436, 0.089, 0.711], [-0.479, -0.410, 0.238], [0.055, -4.537, -5.486]]
}

***

No. 3
{
  "formula": "C6H28NO8",
  "method": "the ωB97M-V functional and the def2-TZVPD basis",
  "charge": -1,
  "elements": ["C", "C", "C", "O", "C", "N", "C", "C", "H", "H", "H", "H", "H", "H", "H", "H", "H", "H", "H", "H", "H", "H", "H", "H", "O", "H", "H", "O", "H", "H", "O", "H", "H", "O", "H", "H", "O", "H", "H", "O", "H", "H", "O"],
  "positions_angstrom": [[0.441367, -1.327551, -1.485376], [-0.422502, -0.257704, -2.253738], [-1.880859, -0.643577, -1.798170], [-2.643141, 0.534567, -1.574191], [0.716386, -0.939900, -0.030410], [1.259241, -2.089222, 0.716161], [0.200251, -2.983313, 1.129008], [2.143797, -1.673454, 1.820578], [1.407614, -1.528632, -1.958198], [0.140231, -2.406303, -1.542546], [-0.411656, -0.277048, -3.358398], [-0.029949, 0.638006, -1.825835], [-1.762228, -0.956142, -0.760837], [-2.267129, -1.225731, -2.613137], [1.245792, 0.010284, -0.045816], [-0.213997, -0.551281, 0.404814], [-0.802572, -2.903838, 0.656665], [0.572798, -3.997431, 0.945992], [-0.115449, -2.818285, 2.175019], [2.221023, -0.590595, 1.884711], [1.841951, -2.064014, 2.793559], [3.137975, -1.892281, 1.443723], [0.873592, 2.389560, -2.748394], [-0.428122, 2.198269, -3.631750], [0.488605, 2.476001, -3.621959], [-1.259349, 2.152017, 1.875459], [-1.165306, 1.939086, 3.354799], [-0.554227, 2.057610, 2.608465], [-1.103695, 2.492996, 0.454582], [0.489258, 2.477356, 0.291778], [-0.299023, 2.737612, -0.208439], [-3.390430, -0.099692, 1.317162], [-2.090262, 0.230975, 1.941205], [-2.698844, -0.520355, 1.844791], [3.814045, -1.849914, -0.747616], [2.940778, -2.968783, -1.190237], [3.741677, -2.496321, -1.455988], [-2.950806, 2.421486, 0.331880], [-2.599597, 0.983041, -0.677530], [-2.475105, 1.734971, 0.824539], [0.787592, 4.187753, 1.089210], [1.559707, 3.763400, 2.289120], [1.540567, 3.636375, 1.335344]],
  "forces_ev_per_angstrom": [[1.124, -1.196, -1.360], [-0.469, -2.990, 0.995], [1.830, 3.910, 1.819], [-1.527, 0.588, -1.502], [-1.487, 0.187, -0.746], [-0.335, 1.702, -0.268], [-0.861, -0.709, 0.500], [0.099, 0.511, -1.254], [0.363, 0.851, -0.126], [-1.006, 0.884, 0.223], [0.650, 0.017, 0.562], [-0.522, 1.070, -0.047], [-0.294, -1.746, -0.451], [-0.788, -0.747, 0.309], [1.209, -0.374, 0.256], [-0.294, -0.434, 0.318], [0.971, 0.390, -0.555], [-0.404, -0.153, 0.519], [0.510, -0.281, 0.012], [-0.642, 0.304, 0.256], [0.419, -0.255, -0.169], [0.586, -0.781, 0.946], [-0.664, -0.088, 0.313], [-0.002, -0.113, 0.720], [0.624, 0.432, -1.039], [0.511, -0.423, 0.938], [0.471, -0.010, -0.055], [-1.248, 0.113, 0.109], [1.470, 0.016, -2.659], [-0.286, 0.114, -0.102], [-1.247, -0.358, 1.129], [0.285, 0.058, 0.044], [-0.293, -0.331, -0.167], [0.055, -0.659, 0.483], [0.078, 0.161, -0.054], [-0.042, 0.065, -0.048], [-0.022, -0.212, 0.173], [0.024, 0.023, 0.468], [0.828, -1.062, -0.206], [-0.310, 1.334, -0.527], [-0.122, -0.290, -0.429], [0.095, -0.403, 0.104], [0.662, 0.884, 0.568]]
}

***

no.,HOMO energy (eV),LUMO energy (eV),energy (eV)
1,-9.082,0.15,-26037.10815
2,-12.484,-2.74,-22493.44926
3,-5.706,3.06,-24545.79010